No. 1
{
  "formula": "C24H55BN2O13",
  "method": "ωB97M-V/def2-TZVPD",
  "symbols": ["C", "C", "C", "O", "C", "C", "C", "C", "C", "C", "C", "O", "C", "C", "N", "C", "C", "B", "N", "O", "C", "O", "H", "H", "H", "H", "H", "H", "H", "H", "H", "H", "H", "H", "H", "H", "H", "H", "H", "H", "H", "C", "O", "H", "H", "H", "H", "C", "O", "H", "H", "H", "H", "C", "O", "H", "H", "H", "H", "C", "O", "H", "H", "H", "H", "C", "O", "H", "H", "H", "H", "C", "O", "H", "H", "H", "H", "C", "O", "H", "H", "H", "H", "C", "O", "H", "H", "H", "H", "C", "O", "H", "H", "H", "H"],
  "coordinates": [[7.0037, 1.2274, 1.9459], [6.6618, 1.5995, 0.5066], [5.2865, 1.1051, 0.0681], [4.4661, 2.2249, -0.2675], [3.1421, 2.1202, 0.0163], [2.5833, 3.0582, 0.8939], [1.2286, 2.9986, 1.1915], [0.4400, 2.0008, 0.6298], [1.0114, 1.0560, -0.2173], [2.3588, 1.1142, -0.5473], [0.1435, -0.0129, -0.7514], [0.3059, -0.4886, -1.8517], [-0.9693, -0.4426, 0.1637], [-1.4607, -1.8546, 0.0740], [-0.4343, -2.8361, -0.3028], [-0.4925, -4.0497, 0.5311], [-1.5275, 0.4913, 0.9620], [-2.7201, 0.2186, 1.9707], [-4.0350, 0.7299, 1.7738], [-2.4667, -0.5328, 3.0958], [-0.9997, 1.8816, 0.9222], [-1.7060, 2.8411, 1.1691], [6.4803, 1.8602, 2.6607], [8.0725, 1.2898, 2.1304], [6.7038, 0.2012, 2.1520], [7.4100, 1.1396, -0.1368], [6.7213, 2.6746, 0.3619], [5.3708, 0.4466, -0.7960], [4.8153, 0.5461, 0.8778], [3.2267, 3.8067, 1.3347], [0.7769, 3.7044, 1.8633], [2.7802, 0.3728, -1.2071], [-2.2475, -1.8760, -0.6860], [-1.9325, -2.1340, 1.0148], [0.4870, -2.4403, -0.1652], [0.0170, -3.9256, 1.4889], [-1.5269, -4.3285, 0.7014], [-0.0008, -4.8649, 0.0073], [-4.3432, 1.3381, 2.5203], [-4.1737, 1.1725, 0.8773], [-1.5377, -0.4185, 3.3249], [-0.7909, 4.7227, 4.6599], [-0.6232, 3.6240, 3.7708], [-0.3244, 4.4479, 5.6029], [-0.3058, 5.6254, 4.2797], [-1.8475, 4.9368, 4.8395], [-1.0492, 3.8447, 2.9325], [0.5509, -5.1807, -2.9036], [1.5015, -4.4876, -2.1019], [1.0538, -6.0610, -3.2999], [-0.3155, -5.4918, -2.3172], [0.2015, -4.5642, -3.7345], [1.0559, -3.7085, -1.7536], [5.2014, 6.3613, 0.8579], [4.8472, 5.2851, 1.7205], [4.2846, 6.7004, 0.3825], [5.6383, 7.1950, 1.4131], [5.8992, 6.0395, 0.0813], [5.6464, 4.9644, 2.1465], [-6.5979, -2.4964, 1.6042], [-6.4755, -1.3299, 0.7969], [-7.2193, -3.2036, 1.0594], [-5.6247, -2.9560, 1.7960], [-7.0771, -2.2743, 2.5606], [-5.9191, -0.6996, 1.2696], [-5.7380, -1.3814, -3.1210], [-5.1061, -1.7422, -1.9018], [-4.9490, -1.1633, -3.8366], [-6.3540, -2.1931, -3.5163], [-6.3536, -0.4854, -3.0059], [-5.7813, -1.9256, -1.2375], [-3.6040, -5.2860, -3.6527], [-2.7080, -4.5412, -2.8355], [-3.0519, -6.1493, -4.0172], [-4.4690, -5.6395, -3.0844], [-3.9496, -4.6987, -4.5057], [-3.1796, -3.7719, -2.5031], [-0.6556, 0.7880, 6.0303], [0.6365, 0.5878, 5.4659], [-0.6844, 0.2665, 6.9834], [-0.8473, 1.8499, 6.2020], [-1.4448, 0.3822, 5.3930], [0.6766, 1.0745, 4.6368], [-1.2297, -1.4409, -4.4832], [-2.4605, -2.1372, -4.6639], [-0.5577, -1.7806, -5.2675], [-1.3619, -0.3596, -4.5789], [-0.7756, -1.6628, -3.5144], [-3.0662, -1.8471, -3.9777], [3.5943, 1.6237, -4.7736], [3.2783, 1.3112, -3.4234], [4.5592, 2.1248, -4.7641], [3.6734, 0.7247, -5.3904], [2.8559, 2.2978, -5.2156], [2.4242, 0.8659, -3.4056]],
  "atomic_forces_ev_per_a": [[-0.17, -0.02, 0.00], [0.25, -0.41, 0.02], [0.01, 0.02, -0.06], [-0.01, 0.35, 0.23], [-0.15, 0.01, 0.10], [-0.13, -0.30, -0.22], [0.14, -0.08, -0.47], [0.28, 0.14, 0.06], [0.39, 0.19, 0.12], [-0.27, 0.08, 0.26], [-0.15, 0.17, 0.00], [0.16, -0.21, -0.05], [-0.06, 0.33, 0.29], [0.01, -0.15, -0.58], [0.18, -0.22, 0.51], [0.18, 0.07, -0.33], [-0.08, -0.58, -0.31], [-0.10, -0.23, -0.09], [0.14, 0.02, -0.28], [0.08, 0.75, 0.15], [0.15, -0.01, 0.03], [-0.07, 0.13, 0.25], [-0.03, 0.07, 0.08], [0.09, 0.14, 0.07], [0.03, -0.12, 0.02], [0.09, 0.09, -0.14], [-0.05, 0.11, -0.10], [-0.07, -0.05, -0.10], [-0.10, -0.05, 0.05], [0.04, 0.03, -0.04], [0.03, 0.17, 0.15], [0.14, 0.01, -0.07], [-0.14, -0.03, -0.05], [-0.05, 0.10, 0.20], [-0.01, 0.17, -0.04], [-0.14, 0.05, 0.22], [-0.12, -0.06, 0.00], [0.01, -0.10, -0.05], [-0.37, -0.26, 0.09], [-0.03, 0.25, 0.07], [0.11, -0.54, 0.09], [0.01, -0.11, -0.09], [-0.06, 0.13, 0.09], [0.01, 0.01, 0.03], [0.01, 0.01, 0.02], [0.00, 0.00, 0.02], [-0.10, -0.17, -0.01], [0.11, 0.04, 0.08], [0.10, -0.03, -0.03], [0.00, -0.01, -0.01], [-0.06, 0.00, -0.05], [-0.05, -0.02, -0.01], [-0.19, 0.06, -0.08], [0.00, -0.10, 0.05], [0.07, 0.13, 0.03], [-0.01, 0.01, -0.01], [-0.01, 0.01, -0.01], [-0.01, 0.01, -0.02], [0.00, -0.03, 0.02], [0.05, 0.11, 0.00], [-0.08, -0.20, -0.02], [-0.01, -0.02, 0.00], [0.00, -0.02, 0.00], [-0.02, -0.02, 0.00], [0.21, 0.07, -0.07], [-0.02, -0.01, 0.16], [0.16, -0.18, -0.15], [-0.07, 0.04, -0.11], [0.00, 0.01, -0.04], [-0.01, -0.01, -0.02], [0.05, 0.24, 0.21], [0.15, 0.18, 0.19], [-0.18, -0.25, 0.11], [-0.01, -0.02, -0.04], [-0.02, -0.03, -0.01], [0.02, 0.01, -0.07], [-0.01, 0.06, 0.00], [0.14, 0.13, -0.10], [-0.14, -0.13, -0.05], [0.07, -0.03, 0.02], [-0.08, -0.02, 0.01], [-0.07, 0.03, 0.05], [0.03, 0.16, 0.05], [-0.06, -0.20, 0.12], [-0.01, 0.19, -0.18], [0.01, 0.00, -0.06], [0.03, 0.04, 0.00], [-0.07, 0.01, -0.11], [0.04, -0.03, 0.09], [-0.03, -0.04, 0.09], [-0.04, -0.05, -0.10], [0.02, 0.01, -0.01], [0.00, 0.01, -0.01], [0.01, 0.00, -0.02], [-0.02, 0.01, 0.00]],
  "e_lumo_ev": -1.082,
  "total_energy_ev": -56052.059,
  "e_homo_ev": -9.077,
  "multiplicity": 1,
  "fmax_ev_per_a": 0.76,
  "orbital_gap_ev": 8.00,
  "smiles": "CCCOc1ccc2c(c1)C(=O)C(CNC)=C(B(N)O)C2=O.CO.CO.CO.CO.CO.CO.CO.CO.CO",
  "mol_weight_g_mol": 590.5
}

No. 2
{
  "formula": "C31H40CrN8O",
  "method": "ωB97M-V/def2-TZVPD",
  "symbols": ["Cr", "N", "C", "O", "C", "C", "H", "H", "H", "H", "H", "H", "C", "C", "C", "C", "C", "C", "C", "N", "C", "N", "C", "C", "C", "C", "C", "C", "C", "N", "C", "C", "C", "C", "C", "C", "C", "H", "H", "H", "H", "H", "H", "H", "H", "H", "H", "H", "H", "H", "H", "H", "H", "H", "H", "H", "H", "H", "H", "C", "N", "C", "N", "C", "N", "C", "N", "C", "C", "H", "H", "H", "H", "H", "H", "H", "H", "H", "H", "H", "H"],
  "coordinates": [[0.3747, -1.3893, 0.1218], [-0.2960, -4.4566, 3.9846], [0.0763, -3.5494, 3.0278], [0.2458, -2.3514, 3.3339], [0.0110, -4.0671, 1.6043], [-0.6037, -3.0545, 0.6358], [-0.1384, -4.1615, 4.9271], [-0.1148, -5.4343, 3.8251], [-0.4103, -5.0611, 1.5206], [1.0691, -4.1452, 1.3432], [-1.5806, -2.7173, 1.0465], [-0.7930, -3.5983, -0.3271], [-4.6825, 2.5363, -0.2907], [-3.7184, 3.3181, -1.0894], [-4.2659, 4.1607, -2.0800], [-3.4704, 4.6510, -3.1458], [-2.1228, 4.5905, -3.0361], [-1.5317, 4.0544, -1.8636], [-2.3258, 3.2903, -1.0026], [-1.6859, 2.4378, -0.0532], [-1.0484, 1.2638, -0.4363], [-0.8351, 1.0336, -1.7836], [-0.3997, -0.1444, -2.4686], [0.0320, -1.2878, -1.8081], [0.2514, -2.4485, -2.5869], [0.0829, -2.5097, -3.9605], [-0.2293, -1.3178, -4.6143], [-0.4979, -0.1550, -3.8758], [-0.8161, 1.1289, -4.6144], [-0.7109, 0.3144, 0.4885], [-1.0091, 0.6014, 1.8926], [-0.0064, 1.3089, 2.6521], [-0.1885, 1.4145, 3.9985], [-1.2981, 0.9060, 4.6607], [-2.3465, 0.3614, 3.9241], [-2.2190, 0.1803, 2.5117], [-3.3761, -0.3381, 1.6883], [-5.6188, 2.8201, -0.7137], [-4.6121, 2.7970, 0.7646], [-4.5740, 1.4831, -0.3567], [-5.3040, 4.4686, -2.0735], [-3.9710, 5.2244, -3.9009], [-1.4413, 4.9746, -3.8244], [-0.4574, 4.2081, -1.6129], [-1.8249, 2.5238, 1.0007], [-1.1937, 1.7745, -2.3520], [0.6111, -3.3922, -2.1192], [0.1122, -3.4888, -4.4488], [-0.3316, -1.2515, -5.7074], [-0.5391, 0.9595, -5.6424], [-0.3439, 2.0329, -4.2312], [-1.8727, 1.3733, -4.5578], [0.8877, 1.7210, 2.1961], [0.5898, 1.9294, 4.5492], [-1.2479, 0.8593, 5.7092], [-3.2311, -0.0681, 4.4446], [-3.0078, -0.7596, 0.7085], [-4.1073, 0.4640, 1.5135], [-3.8429, -1.0988, 2.2683], [3.2475, -1.8075, -0.5879], [4.6632, -1.5766, -0.4628], [4.9501, -0.1803, -0.7150], [4.1844, 0.7607, 0.1298], [2.7777, 0.5027, -0.0406], [2.4573, -0.8984, 0.3059], [2.8674, -1.1773, 1.6839], [4.2648, -0.9705, 1.8803], [4.9960, -1.8255, 0.9581], [4.6003, 0.4172, 1.4983], [3.0237, -2.8449, -0.3571], [2.9144, -1.6155, -1.6081], [4.7598, 0.0973, -1.7587], [5.9896, -0.0057, -0.5347], [2.5422, 0.6054, -1.0737], [2.1849, 1.2186, 0.5613], [2.6037, -2.2113, 1.9215], [2.2803, -0.5769, 2.3817], [4.7232, -2.8320, 1.2056], [6.0799, -1.6719, 1.1161], [5.6836, 0.5559, 1.5479], [4.1048, 1.1172, 2.1837]],
  "atomic_forces_ev_per_a": [[0.26, 0.30, 1.03], [0.52, -0.13, 0.06], [-1.33, 1.47, 0.16], [0.23, -1.81, -0.74], [0.94, 0.86, 0.04], [-1.11, -1.55, -0.30], [0.02, 0.20, 0.42], [-0.16, 0.01, -0.22], [-0.20, -0.35, 0.43], [0.30, -0.39, -0.20], [0.14, -0.33, -0.24], [-0.16, 0.33, 0.77], [0.34, 0.84, 0.83], [-0.02, 1.07, -1.60], [1.13, 0.00, -0.72], [-1.76, 0.13, 1.68], [2.73, 0.06, 0.29], [0.03, -0.07, -0.51], [0.30, 0.12, 0.30], [0.40, -0.47, 1.28], [0.31, -2.46, 1.42], [-0.05, 0.51, 1.43], [-0.31, -0.89, -0.59], [0.10, -0.58, -0.54], [0.40, -0.44, 0.16], [-0.31, 0.24, 0.09], [-0.45, 0.39, 0.00], [0.45, 0.71, 0.02], [-0.30, -0.42, 0.22], [-1.27, 3.44, -0.90], [0.59, 0.67, -0.21], [-1.61, -1.24, -1.06], [0.56, 0.55, 0.63], [-0.26, -0.38, -1.52], [0.23, -0.75, -0.48], [0.81, 1.06, 0.22], [1.09, 0.17, -0.81], [-1.05, -0.12, 0.30], [-0.26, 0.01, 0.16], [0.31, -0.99, -0.29], [-0.18, -0.57, 0.01], [0.03, 0.00, -0.52], [-0.66, -0.04, 0.66], [-0.88, -0.48, -0.52], [0.09, -0.15, -2.14], [-0.01, 0.15, -0.36], [-0.46, 0.81, 0.00], [0.30, 0.53, -0.14], [0.06, -0.16, 0.51], [-0.03, 0.39, -0.44], [0.54, -0.14, 0.01], [-0.44, -0.13, -0.19], [-0.19, -0.17, -0.18], [-0.03, -0.13, 0.27], [-0.43, 0.19, 1.23], [0.66, 0.46, -0.49], [-0.50, 0.44, 1.02], [0.22, -0.27, -0.02], [-0.62, -0.78, 0.20], [-0.59, 0.62, -0.44], [0.27, -0.05, 0.86], [-0.60, 0.87, -1.00], [1.14, -0.58, 0.34], [0.10, -0.27, 0.73], [0.22, -0.24, -0.13], [-0.83, -0.27, 0.56], [1.18, 0.99, -0.29], [0.68, 0.08, -0.09], [-0.61, 0.57, 0.46], [-0.17, -0.08, 0.21], [0.04, 0.00, -0.09], [-0.11, -0.36, 0.02], [0.75, 0.11, 0.14], [-0.41, 0.36, -0.93], [0.19, -0.54, -0.23], [0.08, -0.05, -0.08], [0.03, 0.21, -0.06], [0.08, -0.78, -0.02], [-0.46, -0.13, -0.13], [-0.13, -0.03, 0.20], [0.12, -0.19, 0.05]],
  "e_lumo_ev": [0.582, 0.579],
  "total_energy_ev": -75183.760,
  "e_homo_ev": [-5.319, -7.356],
  "multiplicity": 5,
  "e_above_lowest_kj_mol": 0.00,
  "fmax_ev_per_a": 3.78,
  "orbital_gap_ev": [5.90, 7.93],
  "mol_weight_g_mol": 592.7
}

No. 3
{
  "formula": "C2H4N4O",
  "method": "ωB97M-V/def2-TZVPD",
  "symbols": ["N", "C", "N", "N", "C", "O", "N", "H", "H", "H", "H"],
  "coordinates": [[1.5067, -0.7066, 1.6640], [0.7371, -0.3859, 0.5792], [0.2373, -1.3733, -0.1021], [-0.7130, -0.6813, -0.8991], [-0.6513, 0.5940, -0.6421], [-1.5265, 1.4156, -1.1835], [0.2523, 0.8387, 0.3652], [2.0815, 0.0742, 1.9425], [1.9991, -1.6133, 1.7111], [-2.0993, 0.7376, -1.6573], [0.7334, 1.6858, 0.6528]],
  "atomic_forces_ev_per_a": [[1.54, 0.77, 1.12], [1.20, -4.20, 1.58], [-1.10, 2.50, -0.94], [0.11, 0.11, -0.36], [-0.14, -2.56, 0.05], [-1.07, 0.12, -0.84], [-0.18, 1.40, -0.66], [0.35, -0.30, 0.39], [-0.74, 0.97, -0.55], [0.62, 1.33, 0.45], [-0.59, -0.16, -0.24]],
  "e_lumo_ev": 0.505,
  "total_energy_ev": -10145.835,
  "e_homo_ev": -8.167,
  "multiplicity": 1,
  "e_above_lowest_kj_mol": 125.44,
  "fmax_ev_per_a": 4.64,
  "orbital_gap_ev": 8.67,
  "smiles": "Nc1nnc(O)[nH]1",
  "mol_weight_g_mol": 100.1
}

No. 4
{
  "formula": "C8H8FN",
  "method": "ωB97M-V/def2-TZVPD",
  "symbols": ["H", "N", "C", "F", "C", "C", "C", "C", "C", "C", "C", "H", "H", "H", "H", "H", "H", "H"],
  "coordinates": [[1.8872, 0.2451, -3.1532], [1.8099, 0.2641, -2.1447], [1.2897, 1.2777, -1.6423], [0.8794, 2.4632, -2.1691], [1.2268, 1.2517, 0.1325], [0.1775, 0.3366, 0.4618], [-1.0900, 0.6848, 0.9203], [-2.0617, -0.2875, 1.1802], [-1.6693, -1.5787, 1.1073], [-0.4263, -1.9818, 0.5994], [0.4962, -1.0333, 0.2382], [2.2197, 0.8867, 0.1140], [1.0294, 2.3512, 0.2173], [-1.2918, 1.6698, 1.0222], [-2.9594, 0.2088, 1.4219], [-2.5323, -2.3082, 1.3681], [-0.4351, -3.0062, 0.4950], [1.4502, -1.4440, -0.1688]],
  "atomic_forces_ev_per_a": [[0.02, 0.18, -0.37], [-0.48, 0.76, -0.74], [0.18, -0.32, 3.65], [0.24, -1.03, -0.32], [-0.39, 3.35, -5.67], [-0.41, -2.34, 0.52], [1.68, -2.87, -0.93], [2.13, 2.33, -0.22], [-2.96, -2.02, 0.30], [-1.98, 1.91, 0.75], [0.26, -0.83, 0.37], [0.99, -0.04, 1.36], [0.52, -1.06, 1.03], [-0.76, 3.06, 0.38], [-1.52, -0.72, 0.58], [1.97, 0.69, -0.53], [1.22, -2.14, -0.47], [-0.72, 1.09, 0.32]],
  "e_lumo_ev": 0.891,
  "total_energy_ev": -12631.213,
  "e_homo_ev": -8.805,
  "multiplicity": 1,
  "e_above_lowest_kj_mol": 155.87,
  "fmax_ev_per_a": 6.60,
  "orbital_gap_ev": 9.70,
  "smiles": "[H]/N=C(\\F)Cc1ccccc1",
  "mol_weight_g_mol": 137.2
}